1.
{"formula": "C49H50BrN7O4SY", "method": "wB97M-V/def2-TZVPD", "de_lowest_kj_mol": 133.6, "charge": 1, "homo_lumo_gap_ha": 0.2337, "symbols": ["Y", "C", "C", "C", "C", "C", "N", "C", "C", "C", "N", "C", "C", "C", "C", "C", "C", "C", "C", "N", "C", "C", "C", "N", "C", "C", "C", "C", "O", "C", "O", "H", "H", "H", "H", "H", "H", "H", "H", "H", "H", "H", "H", "H", "H", "H", "H", "H", "H", "H", "H", "H", "H", "H", "H", "H", "H", "H", "H", "C", "N", "C", "C", "N", "C", "S", "H", "H", "H", "H", "H", "H", "C", "C", "C", "C", "C", "C", "C", "C", "H", "H", "H", "H", "H", "C", "C", "C", "C", "N", "C", "C", "H", "H", "H", "H", "H", "H", "H", "Br", "C", "C", "C", "C", "C", "C", "C", "O", "O", "H", "H", "H", "H"], "xyz": [[-0.348, -0.278, 0.889], [1.536, -7.225, 3.792], [1.399, -5.925, 3.064], [2.440, -5.384, 2.354], [2.267, -4.238, 1.549], [3.333, -3.866, 0.716], [3.215, -3.395, -0.507], [2.009, -3.453, -1.286], [2.326, -3.436, -2.779], [2.375, -2.004, -3.333], [1.087, -1.391, -3.157], [0.054, -1.698, -3.905], [-1.278, -1.484, -3.553], [-2.280, -1.576, -4.545], [-3.597, -1.316, -4.273], [-4.651, -1.364, -5.334], [-3.940, -0.946, -2.965], [-3.029, -0.909, -1.927], [-3.525, -0.519, -0.632], [-2.894, -0.441, 0.475], [-3.728, 0.001, 1.584], [-3.079, -0.171, 2.951], [-2.694, -1.613, 3.243], [-1.490, -2.051, 2.541], [-1.188, -3.268, 2.797], [0.010, -3.998, 2.479], [0.192, -5.213, 3.114], [1.035, -3.469, 1.611], [0.919, -2.374, 1.007], [-1.640, -1.209, -2.169], [-0.788, -1.281, -1.248], [2.434, -7.751, 3.479], [0.677, -7.864, 3.599], [1.586, -7.048, 4.867], [3.395, -5.892, 2.329], [4.345, -4.062, 1.051], [4.040, -3.067, -0.990], [1.341, -2.628, -1.002], [1.487, -4.372, -1.010], [1.548, -3.988, -3.309], [3.276, -3.938, -2.976], [2.639, -2.030, -4.394], [3.117, -1.419, -2.790], [0.922, -0.871, -2.289], [0.266, -2.144, -4.873], [-1.972, -1.822, -5.552], [-4.290, -1.883, -6.218], [-4.937, -0.352, -5.617], [-5.541, -1.867, -4.964], [-4.974, -0.694, -2.771], [-4.598, -0.280, -0.645], [-4.677, -0.557, 1.577], [-3.971, 1.061, 1.432], [-3.805, 0.148, 3.704], [-2.193, 0.457, 3.055], [-3.536, -2.278, 2.995], [-2.496, -1.698, 4.319], [-1.872, -3.851, 3.432], [-0.610, -5.617, 3.721], [2.367, 2.015, 5.654], [2.417, 2.267, 4.245], [2.702, 3.489, 3.681], [2.670, 3.342, 2.339], [2.372, 2.028, 2.085], [2.189, 1.369, 3.254], [1.789, -0.243, 3.406], [1.481, 2.475, 6.097], [3.257, 2.425, 6.132], [2.330, 0.940, 5.815], [2.902, 4.351, 4.283], [2.840, 4.048, 1.553], [2.208, 1.594, 1.171], [1.461, 0.341, -0.266], [2.429, 0.567, -0.971], [3.582, 0.825, -1.763], [3.480, 1.449, -3.008], [4.622, 1.672, -3.755], [5.865, 1.280, -3.280], [5.968, 0.645, -2.053], [4.835, 0.419, -1.296], [2.509, 1.759, -3.370], [4.547, 2.175, -4.707], [6.755, 1.473, -3.859], [6.936, 0.339, -1.682], [4.907, -0.054, -0.325], [-2.623, 5.418, -3.584], [-1.857, 4.234, -3.087], [-2.120, 2.952, -3.554], [-1.331, 1.900, -3.126], [-0.340, 2.016, -2.255], [-0.117, 3.233, -1.775], [-0.819, 4.361, -2.168], [-3.183, 5.162, -4.480], [-1.937, 6.233, -3.808], [-3.329, 5.765, -2.830], [-2.920, 2.782, -4.260], [-1.496, 0.909, -3.526], [0.683, 3.304, -1.048], [-0.563, 5.331, -1.767], [-3.710, 3.828, 0.090], [-3.013, 4.134, 1.825], [-3.651, 5.073, 2.623], [-3.224, 5.272, 3.924], [-2.128, 4.576, 4.410], [-1.483, 3.668, 3.599], [-1.926, 3.414, 2.303], [-1.280, 2.277, 1.578], [-1.535, 1.999, 0.395], [-0.507, 1.548, 2.275], [-4.493, 5.624, 2.234], [-3.745, 5.974, 4.556], [-1.789, 4.717, 5.424], [-0.630, 3.106, 3.944]]}

2.
{"formula": "C49H54Cl2N5O3P3Rh", "method": "wB97M-V/def2-TZVPD", "charge": 3, "homo_lumo_gap_ha": 0.2024, "symbols": ["Rh", "O", "C", "C", "C", "C", "C", "C", "P", "C", "C", "C", "C", "C", "C", "C", "C", "C", "C", "C", "C", "C", "C", "C", "C", "C", "C", "P", "C", "C", "C", "C", "C", "C", "C", "C", "C", "C", "C", "C", "H", "H", "H", "H", "H", "H", "H", "H", "H", "H", "H", "H", "H", "H", "H", "H", "H", "H", "H", "H", "H", "H", "H", "H", "H", "H", "H", "H", "Cl", "C", "Cl", "H", "H", "N", "C", "O", "C", "C", "C", "N", "C", "C", "H", "H", "H", "H", "H", "H", "C", "N", "C", "P", "O", "N", "C", "C", "N", "C", "C", "H", "H", "H", "H", "H", "H", "H", "H", "H", "H", "H", "H", "H", "H", "H", "H", "H", "H"], "xyz": [[0.060, -0.423, 0.391], [2.419, -0.250, 2.648], [2.049, 0.150, 3.895], [2.865, 0.689, 4.879], [2.284, 0.998, 6.098], [0.928, 0.786, 6.332], [0.120, 0.314, 5.315], [0.684, 0.005, 4.072], [-0.423, -0.479, 2.730], [-1.756, 0.722, 2.991], [-3.087, 0.419, 3.272], [-3.996, 1.436, 3.541], [-3.582, 2.756, 3.541], [-2.251, 3.064, 3.285], [-1.346, 2.059, 3.010], [-0.841, -2.195, 3.090], [0.256, -2.980, 3.479], [0.072, -4.285, 3.896], [-1.210, -4.816, 3.961], [-2.297, -4.056, 3.556], [-2.114, -2.764, 3.083], [3.668, -0.569, 2.224], [4.717, -1.000, 3.022], [5.928, -1.273, 2.407], [6.083, -1.131, 1.033], [5.005, -0.772, 0.246], [3.768, -0.490, 0.842], [2.360, -0.125, -0.239], [2.589, 1.539, -0.830], [3.190, 2.466, 0.027], [3.369, 3.774, -0.394], [2.951, 4.155, -1.663], [2.344, 3.238, -2.510], [2.153, 1.928, -2.095], [2.583, -1.327, -1.548], [2.196, -2.651, -1.358], [2.606, -3.625, -2.252], [3.430, -3.289, -3.317], [3.839, -1.976, -3.499], [3.404, -0.987, -2.629], [3.916, 0.870, 4.707], [2.904, 1.411, 6.882], [0.502, 1.012, 7.299], [-0.943, 0.198, 5.483], [-3.435, -0.597, 3.340], [-5.021, 1.186, 3.775], [-4.288, 3.545, 3.765], [-1.915, 4.092, 3.326], [-0.304, 2.313, 2.851], [1.252, -2.554, 3.506], [0.922, -4.875, 4.211], [-1.361, -5.823, 4.325], [-3.293, -4.473, 3.592], [-2.977, -2.225, 2.727], [4.598, -1.132, 4.087], [6.761, -1.606, 3.011], [7.041, -1.328, 0.571], [5.131, -0.716, -0.825], [3.548, 2.160, 1.002], [3.856, 4.489, 0.255], [3.112, 5.171, -1.999], [2.026, 3.540, -3.499], [1.656, 1.217, -2.742], [1.617, -2.945, -0.492], [2.312, -4.654, -2.100], [3.767, -4.056, -4.001], [4.496, -1.718, -4.317], [3.749, 0.028, -2.769], [-3.378, -4.321, 0.384], [-1.643, -4.233, 0.249], [-1.109, -2.652, -0.486], [-1.289, -4.982, -0.451], [-1.167, -4.315, 1.219], [-3.039, 5.925, 0.073], [-3.409, 4.682, -0.282], [-4.489, 4.391, -0.746], [-2.394, 3.568, -0.088], [-2.904, 2.274, -0.099], [-2.039, 1.216, 0.026], [-0.717, 1.392, 0.148], [-0.210, 2.623, 0.157], [-1.025, 3.737, 0.036], [-3.706, 6.670, -0.058], [-2.162, 6.144, 0.507], [-3.966, 2.117, -0.228], [-2.397, 0.190, -0.012], [0.857, 2.720, 0.265], [-0.559, 4.713, 0.019], [-1.185, 2.257, -3.209], [-1.854, 1.029, -3.575], [-2.759, 1.216, -4.712], [-1.388, -0.492, -3.127], [-0.439, -0.338, -1.935], [-2.830, -1.275, -2.968], [-3.005, -2.720, -3.082], [-3.985, -0.650, -2.335], [-0.649, -1.362, -4.319], [0.772, -1.176, -4.563], [-1.344, -1.743, -5.555], [-1.905, 2.976, -2.810], [-0.715, 2.717, -4.084], [-0.421, 2.063, -2.461], [-3.547, 1.922, -4.444], [-3.229, 0.278, -4.997], [-2.218, 1.608, -5.577], [-2.101, -3.200, -3.447], [-3.818, -2.935, -3.781], [-3.282, -3.148, -2.120], [-3.873, 0.432, -2.304], [-4.123, -1.034, -1.316], [-4.887, -0.886, -2.902], [1.256, -0.804, -3.667], [0.943, -0.473, -5.384], [1.227, -2.130, -4.829], [-2.404, -1.900, -5.385], [-0.913, -2.676, -5.922], [-1.222, -0.977, -6.324]]}

3.
{"formula": "C49H55AsIMnN3O2PS2Si", "method": "wB97M-V/def2-TZVPD", "spin_multiplicity": 5, "de_lowest_kj_mol": 103.4, "charge": -2, "homo_lumo_gap_ha": [0.1562, 0.0973], "symbols": ["Mn", "C", "C", "O", "P", "S", "S", "O", "C", "C", "H", "H", "H", "H", "H", "H", "H", "H", "H", "H", "C", "C", "C", "C", "C", "C", "Si", "C", "C", "C", "C", "C", "C", "C", "C", "C", "C", "C", "C", "H", "H", "H", "H", "H", "H", "H", "H", "H", "H", "H", "H", "H", "H", "H", "C", "C", "C", "C", "C", "C", "As", "N", "C", "C", "C", "C", "C", "C", "C", "C", "C", "C", "C", "C", "C", "C", "C", "C", "C", "C", "H", "H", "H", "H", "H", "H", "H", "H", "H", "H", "H", "H", "H", "H", "H", "H", "H", "H", "H", "H", "H", "H", "H", "H", "H", "H", "H", "I", "C", "C", "N", "N", "C", "H", "H", "H"], "xyz": [[0.107, -0.126, -0.641], [6.039, -3.519, -0.752], [5.654, -2.141, -1.264], [4.318, -2.150, -1.724], [3.235, -1.178, -0.877], [1.473, -1.775, -1.725], [1.377, 0.509, 1.336], [3.753, 0.206, -1.705], [3.272, 1.484, -1.310], [3.825, 2.526, -2.264], [7.110, -3.566, -0.514], [5.808, -4.269, -1.511], [5.464, -3.756, 0.149], [6.305, -1.851, -2.093], [5.789, -1.396, -0.470], [3.571, 1.705, -0.283], [2.200, 1.513, -1.337], [4.920, 2.558, -2.201], [3.425, 3.515, -2.009], [3.543, 2.286, -3.292], [0.603, 0.913, -6.935], [1.439, 0.757, -5.836], [0.897, 0.670, -4.552], [-0.484, 0.743, -4.331], [-1.305, 0.879, -5.459], [-0.777, 0.970, -6.743], [-1.200, 0.615, -2.536], [-2.417, -0.864, -2.867], [-3.684, -1.010, -2.276], [-4.437, -2.177, -2.408], [-3.934, -3.255, -3.131], [-2.681, -3.143, -3.727], [-1.942, -1.971, -3.595], [-2.376, 2.169, -2.567], [-1.874, 3.360, -2.014], [-2.666, 4.490, -1.833], [-4.010, 4.463, -2.190], [-4.530, 3.312, -2.775], [-3.721, 2.193, -2.969], [1.020, 0.984, -7.935], [2.513, 0.685, -5.977], [1.556, 0.508, -3.702], [-2.386, 0.912, -5.329], [-1.437, 1.075, -7.599], [-4.098, -0.191, -1.697], [-5.415, -2.244, -1.940], [-4.507, -4.171, -3.221], [-2.276, -3.977, -4.293], [-0.957, -1.912, -4.057], [-0.828, 3.387, -1.708], [-2.241, 5.389, -1.396], [-4.645, 5.324, -2.012], [-5.574, 3.284, -3.070], [-4.151, 1.316, -3.444], [6.519, -0.847, 3.915], [5.013, -0.911, 3.991], [4.291, -0.003, 4.751], [2.895, 0.005, 4.763], [2.221, 1.042, 5.630], [2.197, -0.930, 3.995], [0.273, -0.778, 3.495], [0.456, 0.958, 2.824], [0.160, 2.258, 3.163], [-0.426, 2.620, 4.402], [-0.774, 3.931, 4.683], [-0.549, 4.958, 3.767], [0.059, 4.630, 2.562], [0.421, 3.319, 2.258], [-0.711, -0.717, 5.267], [-2.004, -0.179, 5.288], [-2.660, 0.425, 4.059], [-2.775, -0.238, 6.454], [-2.328, -0.876, 7.592], [-3.159, -0.932, 8.851], [-1.098, -1.522, 7.523], [-0.299, -1.478, 6.383], [0.972, -2.302, 6.401], [2.917, -1.898, 3.275], [2.234, -2.956, 2.440], [4.307, -1.869, 3.280], [6.937, -0.322, 4.775], [6.831, -0.313, 3.013], [6.955, -1.848, 3.872], [4.823, 0.738, 5.344], [2.755, 1.141, 6.579], [1.189, 0.784, 5.847], [2.223, 2.019, 5.143], [-0.591, 1.856, 5.146], [-1.232, 4.156, 5.642], [-0.826, 5.981, 3.998], [0.258, 5.407, 1.829], [0.932, 3.086, 1.334], [-2.040, 0.339, 3.168], [-2.890, 1.481, 4.203], [-3.603, -0.093, 3.860], [-3.764, 0.217, 6.449], [-4.121, -0.439, 8.709], [-2.645, -0.443, 9.681], [-3.347, -1.966, 9.148], [-0.758, -2.097, 8.382], [0.914, -3.050, 7.194], [1.857, -1.687, 6.571], [1.127, -2.823, 5.457], [1.271, -3.252, 2.850], [2.863, -3.845, 2.354], [2.051, -2.571, 1.430], [4.849, -2.602, 2.686], [-5.982, 0.045, 1.078], [-3.943, 0.369, 0.944], [-3.306, 1.583, 1.014], [-2.005, 1.305, 0.881], [-1.750, 0.017, 0.707], [-2.930, -0.581, 0.757], [-3.677, 2.590, 1.130], [-1.220, 1.939, 0.939], [-3.011, -1.653, 0.656]]}

4.
{"formula": "C49H55FInN5O2P2S6", "method": "wB97M-V/def2-TZVPD", "de_lowest_kj_mol": 0.0, "charge": -2, "homo_lumo_gap_ha": 0.1583, "symbols": ["In", "S", "C", "S", "C", "C", "S", "S", "S", "S", "C", "C", "C", "C", "C", "C", "N", "C", "C", "C", "C", "C", "C", "C", "H", "H", "H", "H", "H", "H", "H", "H", "O", "H", "H", "F", "O", "P", "C", "C", "C", "C", "C", "C", "C", "C", "C", "C", "C", "C", "C", "C", "C", "C", "C", "C", "H", "H", "H", "H", "H", "H", "H", "H", "H", "H", "H", "H", "H", "H", "H", "N", "P", "N", "C", "C", "C", "C", "C", "N", "C", "C", "C", "C", "C", "N", "C", "C", "C", "C", "C", "H", "H", "H", "H", "H", "H", "H", "H", "H", "H", "H", "H", "H", "H", "H", "H", "H", "H", "H", "H", "H", "H", "H", "H", "H", "H", "H", "H", "H", "H"], "xyz": [[-13.314, -16.992, -0.675], [-15.254, -14.917, 6.490], [-14.703, -15.376, 5.025], [-13.827, -14.389, 3.814], [-13.592, -15.484, 2.537], [-14.296, -16.767, 2.744], [-14.437, -18.092, 1.633], [-15.105, -16.948, 4.251], [-12.815, -15.018, 1.077], [-8.402, -17.468, 0.917], [-9.304, -18.325, 2.251], [-8.891, -19.044, 3.344], [-9.739, -20.001, 3.954], [-11.008, -20.160, 3.508], [-11.567, -19.279, 2.561], [-10.645, -18.381, 1.905], [-11.026, -17.636, 0.757], [-9.913, -17.237, 0.107], [-10.086, -16.782, -1.278], [-9.011, -16.775, -2.170], [-9.208, -16.574, -3.543], [-10.508, -16.503, -4.064], [-11.585, -16.596, -3.175], [-11.404, -16.721, -1.825], [-7.870, -18.772, 3.654], [-9.243, -20.728, 4.632], [-11.650, -20.983, 3.897], [-12.585, -19.121, 2.286], [-7.994, -16.867, -1.803], [-8.322, -16.367, -4.150], [-10.724, -16.365, -5.106], [-12.565, -16.816, -3.532], [-14.199, -21.265, -2.884], [-13.546, -21.941, -2.805], [-13.953, -20.566, -2.211], [-13.563, -19.010, -1.152], [-12.572, -23.620, 4.331], [-14.092, -23.576, 4.462], [-14.766, -22.481, 5.684], [-14.919, -22.930, 6.990], [-15.281, -21.995, 7.995], [-15.352, -20.632, 7.766], [-15.086, -20.200, 6.458], [-14.866, -21.113, 5.392], [-14.908, -23.119, 2.882], [-14.228, -23.332, 1.663], [-14.938, -23.254, 0.475], [-16.312, -23.005, 0.514], [-16.913, -22.645, 1.715], [-16.242, -22.710, 2.939], [-14.810, -25.242, 4.686], [-14.015, -26.389, 4.485], [-14.655, -27.613, 4.420], [-15.963, -27.734, 4.733], [-16.744, -26.655, 5.072], [-16.190, -25.405, 5.012], [-14.708, -23.962, 7.221], [-15.438, -22.295, 9.078], [-15.823, -19.921, 8.437], [-15.212, -19.079, 6.245], [-14.652, -20.826, 4.395], [-13.116, -23.562, 1.746], [-14.509, -23.397, -0.521], [-16.784, -23.111, -0.443], [-17.915, -22.306, 1.700], [-16.691, -22.537, 3.926], [-12.957, -26.367, 4.421], [-14.084, -28.566, 4.200], [-16.352, -28.759, 4.766], [-17.819, -26.740, 5.234], [-16.829, -24.595, 5.302], [-14.868, -16.070, -1.697], [-16.094, -15.640, -2.498], [-16.043, -14.178, -3.318], [-15.005, -14.146, -4.354], [-15.200, -12.967, -5.290], [-15.297, -11.626, -4.491], [-16.185, -11.765, -3.289], [-15.889, -12.994, -2.395], [-17.578, -15.520, -1.608], [-18.720, -14.629, -1.922], [-20.065, -15.211, -1.540], [-20.103, -15.446, -0.045], [-18.946, -16.334, 0.387], [-17.614, -15.873, -0.197], [-16.423, -16.806, -3.679], [-17.583, -16.673, -4.600], [-17.406, -17.535, -5.874], [-17.082, -18.970, -5.555], [-15.797, -19.025, -4.712], [-16.052, -18.222, -3.455], [-15.112, -15.087, -4.930], [-14.014, -14.210, -3.883], [-16.192, -12.994, -5.807], [-14.402, -12.910, -6.055], [-15.617, -10.785, -5.082], [-14.278, -11.412, -4.109], [-17.208, -11.872, -3.605], [-16.095, -10.838, -2.659], [-16.600, -13.029, -1.514], [-14.883, -12.907, -2.000], [-18.633, -14.463, -3.009], [-18.567, -13.677, -1.363], [-20.226, -16.195, -1.990], [-20.840, -14.541, -1.849], [-21.101, -15.815, 0.278], [-19.975, -14.463, 0.444], [-19.127, -17.377, 0.032], [-18.859, -16.334, 1.473], [-16.848, -16.598, -0.026], [-17.253, -14.988, 0.445], [-17.781, -15.640, -4.740], [-18.475, -17.067, -4.082], [-16.640, -17.122, -6.600], [-18.369, -17.477, -6.472], [-16.923, -19.493, -6.517], [-17.833, -19.535, -4.985], [-14.858, -18.549, -5.254], [-15.454, -20.040, -4.465], [-15.169, -18.215, -2.806], [-16.824, -18.803, -2.876]]}